This record from OMol25 describes a molecular structure, C18H35BrClN3O7P2S5 in a non-equilibrium geometry. The level of theory is wB97M-V/def2-TZVPD.

Calculated values
E: -7105.56743 a.u.
Total charge: 0
2S+1: 1
HOMO energy: -0.3056 hartree

The geometry in XYZ format:
```
72
Properties=species:S:1:pos:R:3:forces:R:3
N 0.427472 2.589258 -1.300810 -0.41 -0.58 0.02
P 0.373381 1.114358 -1.871585 0.31 1.46 0.55
C 1.850820 0.064970 -1.550919 -0.12 -0.24 -0.28
C 2.178102 -0.965751 -2.534535 0.75 -0.29 -0.16
P 0.949974 -1.142589 -3.921939 -0.75 -0.05 0.67
O 1.034284 -2.687857 -4.400282 0.22 0.41 -0.56
Cl 1.978770 -0.075680 -5.381383 0.14 -0.25 -0.01
C 3.302867 -1.732414 -2.368768 -0.52 0.33 -0.04
Br 3.904632 -3.090270 -3.545972 0.20 0.19 -0.09
C 4.117125 -1.532445 -1.216345 0.09 -0.51 -0.63
N 5.226699 -2.215107 -0.923818 0.08 0.04 0.34
S 5.731439 -1.639488 0.488323 -0.10 0.00 -0.21
N 4.613743 -0.533110 0.770360 -0.01 0.03 0.24
C 3.763967 -0.561156 -0.262694 -0.19 0.17 0.09
C 2.605643 0.270785 -0.425984 -0.17 0.00 0.10
C 2.360158 1.252835 0.685041 0.44 -0.19 0.07
C 3.431794 2.344980 0.677063 0.01 0.31 0.30
C 3.332981 3.283475 1.893646 -0.12 0.27 -0.14
C 4.228749 2.801658 2.995606 -0.67 -0.27 -0.01
O 5.317493 3.227625 3.189722 0.97 0.58 0.33
O 3.729601 1.820866 3.815186 0.25 -0.35 -0.03
H -0.376144 2.695271 -0.683407 0.16 0.26 0.15
H -0.732057 0.363537 -1.436808 0.05 -0.28 -0.37
H 0.340663 1.204035 -3.270316 0.00 -0.48 -0.04
H 1.792501 -2.846129 -4.981452 0.07 -0.28 0.19
H 1.365534 1.666065 0.706389 -0.09 0.15 -0.17
H 2.472715 0.683532 1.609463 -0.09 -0.11 0.10
H 3.404650 2.922680 -0.242780 -0.30 0.03 -0.11
H 4.419082 1.897673 0.728675 0.16 -0.20 -0.26
H 3.703495 4.273102 1.646294 0.10 0.07 -0.20
H 2.308019 3.393572 2.235675 -0.12 -0.19 0.06
H 3.505529 1.057811 3.267434 -0.39 0.04 0.07
C 1.061941 -4.885982 -2.084231 0.05 -0.13 -0.01
S -0.138740 -4.250755 -0.916736 -0.22 -0.10 -0.03
O -0.124043 -2.762550 -1.050992 0.15 0.10 -0.03
C 0.798725 -4.657156 0.558621 0.09 0.04 0.08
H 0.690386 -4.687943 -3.085062 -0.04 0.05 0.01
H 2.005678 -4.366505 -1.934276 0.02 0.00 0.01
H 1.188235 -5.960387 -1.947892 -0.06 0.01 0.09
H 1.772092 -4.166004 0.519400 -0.02 0.03 -0.05
H 0.916760 -5.738372 0.622302 -0.05 -0.01 -0.01
H 0.239667 -4.300006 1.420748 -0.04 0.01 -0.02
C -4.828083 -5.834622 2.076387 0.00 0.04 0.11
S -4.376202 -5.988845 0.343629 -0.07 0.02 -0.09
O -3.036294 -6.628282 0.295083 0.07 0.04 0.08
C -4.141246 -4.229405 0.057783 0.03 0.12 0.02
H -4.983732 -6.836062 2.471605 0.01 -0.02 -0.05
H -4.022295 -5.344016 2.622580 0.03 -0.01 -0.04
H -5.750948 -5.260789 2.160450 -0.01 -0.01 -0.02
H -3.384101 -3.840223 0.738820 0.02 -0.05 0.01
H -5.088434 -3.710848 0.207341 -0.02 -0.02 -0.01
H -3.809477 -4.090431 -0.968884 0.01 -0.08 -0.01
C -1.621905 3.087061 4.574984 0.06 0.05 0.14
S -1.120636 3.176209 2.851891 -0.30 -0.08 -0.15
O 0.270589 2.655250 2.772563 0.08 0.01 0.09
C -1.023269 4.967012 2.774386 0.07 0.11 0.04
H -1.701796 2.036556 4.845642 0.01 -0.02 -0.05
H -0.874087 3.572803 5.202415 0.03 -0.01 -0.04
H -2.591648 3.570292 4.692351 -0.01 -0.01 -0.03
H -0.317300 5.329770 3.522205 0.01 -0.05 0.00
H -2.013326 5.388526 2.946277 -0.02 -0.02 -0.03
H -0.678061 5.238385 1.778706 -0.01 -0.06 -0.02
C -2.768111 4.180964 -2.728201 0.06 -0.05 -0.23
S -3.826621 4.190008 -1.286264 0.00 0.17 0.15
O -3.424960 3.027216 -0.449988 0.04 -0.08 0.01
C -5.349496 3.736536 -2.123300 -0.03 -0.07 -0.13
H -1.754663 4.406610 -2.400198 0.00 -0.04 0.04
H -2.790448 3.191868 -3.187016 0.00 -0.03 0.05
H -3.104791 4.932980 -3.442495 -0.02 0.04 0.05
H -5.217026 2.781458 -2.632066 0.04 0.00 0.02
H -5.616397 4.515986 -2.837056 0.01 0.02 0.02
H -6.129621 3.647605 -1.370596 0.03 0.02 0.04
```
Positions in Å, forces in eV/Å.

Results of the Löwdin charge analysis, in e, for atoms 1 through 6:
1 N -0.29
2 P 0.74
3 C -0.29
4 C -0.43
5 P 0.55
6 O -0.41

---

This record from OMol25 describes a single C6H14N2O2 molecule. The level of theory is wB97M-V/def2-TZVPD.

Calculated values
Relative energy (zero: lowest compared OMol25 entry of this formula, charge and spin): 444.2 kJ/mol
SMILES: CC1(C)CN(O)CCN1O
E: -496.88833 a.u.
Total charge: 0
2S+1: 1
HOMO energy: -0.3198 hartree

The geometry in XYZ format:
```
24
Properties=species:S:1:pos:R:3:forces:R:3
C 0.845993 1.672238 0.947545 -0.05 -0.18 -0.11
H 1.728205 1.441388 1.539038 0.13 0.02 0.03
H 0.936625 2.678282 0.545278 0.03 0.17 -0.04
H -0.025693 1.614142 1.591599 -0.04 0.06 0.04
C 0.707750 0.648545 -0.181092 0.32 0.45 0.06
N 0.674433 -0.672625 0.450652 -0.38 -0.22 0.02
C -0.037576 -1.669200 -0.313540 0.02 -0.10 -0.09
H 0.326887 -1.751466 -1.355596 0.03 -0.04 0.08
C -1.525654 -1.303299 -0.292235 0.00 -0.20 0.02
N -1.767997 0.131799 -0.404189 -0.59 0.21 -0.15
C -0.627988 0.839714 -0.942045 0.03 0.04 0.31
H -0.527246 0.488566 -1.972981 0.04 0.02 0.00
H -0.877713 1.902051 -0.965682 0.09 -0.04 -0.11
O -2.129414 0.675817 0.868627 0.20 -0.02 0.15
H -3.042375 0.975934 0.764803 0.20 -0.13 -0.22
H -2.041577 -1.791251 -1.126427 0.06 -0.10 0.12
H -1.973235 -1.636455 0.644462 0.01 0.04 -0.10
H 0.111431 -2.633511 0.176283 0.01 0.07 -0.10
O 1.942538 -1.123438 0.842583 0.31 -0.07 0.09
H 2.492066 -1.296483 0.056620 -0.26 0.10 -0.06
C 1.864212 0.819833 -1.182930 -0.26 -0.17 0.27
H 1.878693 0.011216 -1.914792 0.02 -0.05 -0.11
H 1.737924 1.756838 -1.718722 0.01 0.10 -0.09
H 2.820799 0.851915 -0.665077 0.07 0.03 -0.01
```
Positions in Å, forces in eV/Å.

Results of the natural (NBO) charge analysis, in e, for atoms 1 through 6:
1 C -0.62
2 H 0.22
3 H 0.20
4 H 0.24
5 C 0.09
6 N -0.16

---

This record from OMol25 describes 2 unconnected molecules or ions with the total composition C9H15IN4P in a non-equilibrium geometry. The level of theory is wB97M-V/def2-TZVPD.

Calculated values
Relative energy (zero: lowest compared OMol25 entry of this formula, charge and spin): 124.3 kJ/mol
E: -1209.67024 a.u.
Total charge: +1
2S+1: 1
HOMO energy: -0.3606 hartree

The geometry in XYZ format:
```
30
Properties=species:S:1:pos:R:3:forces:R:3
C -0.784887 3.328004 3.771591 0.97 2.26 0.82
C -1.724789 3.812507 2.949211 -0.65 -0.57 -0.44
C 2.650832 -4.177573 -2.811585 1.35 -3.13 0.59
C 1.967233 -4.405393 -1.646991 0.77 -0.51 0.75
C 0.439436 1.587451 4.589965 0.70 1.59 -0.93
C -1.312703 2.202416 1.206222 -1.94 0.45 0.50
C 1.031512 -2.796875 -2.789399 0.60 -2.20 0.07
C -3.573445 3.341120 1.323150 1.77 -2.79 -0.83
C 2.216855 -2.822277 -4.916207 3.03 -0.48 0.24
N 0.008794 2.176873 3.550626 -1.22 0.27 1.05
N -2.239370 3.086471 1.866596 2.19 -1.97 -1.67
N 1.980820 -3.316723 -3.570368 -1.80 3.87 1.18
N 0.967656 -3.487568 -1.666051 -1.35 0.46 0.23
P -1.646271 1.482322 -0.305220 -0.74 0.72 0.41
I 0.160157 -0.140078 -0.644365 0.38 -0.03 0.27
H -0.440384 4.048900 4.578783 -0.42 -1.08 -0.87
H -2.197494 4.800206 3.021162 0.34 -0.48 0.64
H 3.496914 -4.728267 -3.190636 0.04 0.09 0.03
H 2.110322 -5.105662 -0.793887 0.04 0.78 -1.07
H 0.350320 2.097575 5.555038 -0.09 -0.83 0.22
H 1.133603 0.830238 4.310734 0.41 -1.04 0.86
H -0.452514 1.938734 1.853811 -0.46 0.32 -0.77
H 0.323761 -2.115206 -3.027851 -1.82 2.12 -1.00
H -3.469191 3.736962 0.340268 -0.30 0.40 -0.88
H -4.204685 2.425928 1.328042 0.65 0.25 -0.24
H -4.030222 3.969270 1.962875 -1.60 2.52 1.91
H 2.969308 -2.001734 -5.067605 -1.22 -0.13 0.92
H 2.831217 -3.645093 -5.191233 0.14 -0.82 -1.83
H 1.328959 -2.712397 -5.482350 -0.75 0.01 -0.36
H 0.108255 -3.410130 -1.104324 0.99 -0.05 0.19
```
Positions in Å, forces in eV/Å.

Results of the natural (NBO) charge analysis, in e, for atoms 1 through 6:
1 C -0.13
2 C 0.00
3 C -0.04
4 C -0.05
5 C -0.02
6 C -0.36

---

This record from OMol25 describes a molecular structure, C46H50FIMnN4O5 in a non-equilibrium geometry. The level of theory is wB97M-V/def2-TZVPD.

Calculated values
Relative energy (zero: lowest compared OMol25 entry of this formula, charge and spin): 36.5 kJ/mol
E: -3926.87752 a.u.
Total charge: -2
2S+1: 2
HOMO energy (alpha / beta): -0.0682 / -0.0420 hartree

The geometry in XYZ format:
```
108
Properties=species:S:1:pos:R:3:forces:R:3
Mn 0.498093 -0.117003 -0.538128 -0.44 0.74 1.45
C 4.125971 -1.771977 2.234860 0.01 -0.03 0.07
C 3.754973 -1.593623 0.758938 0.04 -0.11 -0.03
C 4.970801 -1.231091 -0.088729 0.09 -0.03 0.03
C 3.027904 -2.830009 0.281315 -0.01 -0.08 0.01
C 3.730890 -3.908330 -0.242903 0.00 0.04 0.04
C 3.086987 -5.084046 -0.597940 -0.10 0.06 0.02
C 1.716196 -5.178218 -0.419618 0.02 0.04 0.05
C 0.970856 -4.114687 0.091962 0.02 -0.01 -0.01
C -0.531072 -4.289260 0.249590 -0.04 -0.05 -0.03
C -1.152780 -5.088281 -0.908473 0.11 -0.16 0.06
C -0.885676 -4.980088 1.574061 0.01 0.02 0.00
C 1.629288 -2.913563 0.438335 0.07 -0.11 0.05
N 0.914174 -1.758644 0.824198 -0.04 0.00 -0.62
C 0.345190 -1.680918 2.011505 -0.14 -0.08 0.51
O 0.457158 -2.428347 3.008282 0.05 -0.02 -0.33
C -0.611849 -0.515299 2.105612 0.19 -0.31 0.31
C -1.406214 -0.321257 3.222229 -0.03 0.06 0.10
C -2.292980 0.743560 3.224518 -0.02 -0.02 0.08
C -2.350076 1.579010 2.119766 0.09 0.06 0.00
C -1.525294 1.302960 1.040015 -0.15 0.38 -0.03
N -0.692553 0.274309 1.045136 0.23 -0.20 -0.67
C -1.597640 2.126936 -0.223873 -0.17 0.18 0.19
O -2.174854 3.228880 -0.149262 0.07 -0.08 -0.09
N -1.093288 1.517394 -1.290697 0.42 -0.42 -0.03
C -1.448126 2.064532 -2.529319 0.15 0.42 -0.24
C -2.808548 2.179519 -2.906290 -0.05 -0.06 0.02
C -3.148846 2.783948 -4.110600 -0.02 -0.01 -0.03
C -2.185000 3.271313 -4.981323 0.07 -0.04 0.16
C -0.851363 3.125957 -4.631474 -0.05 -0.05 -0.02
C -0.465168 2.527688 -3.434404 -0.09 0.01 0.04
C 1.016788 2.423331 -3.131815 -0.04 0.07 -0.20
C 1.660705 3.799034 -2.967394 -0.01 0.12 0.02
C 1.746467 1.615808 -4.206806 -0.09 -0.01 -0.10
C -3.926485 1.615623 -2.044230 -0.05 -0.05 -0.02
C -4.740541 0.574490 -2.822009 -0.03 -0.01 -0.01
C -4.843549 2.705785 -1.483964 -0.02 0.09 -0.03
H 4.612077 -0.870410 2.618890 -0.01 -0.02 -0.02
H 3.232772 -1.960368 2.839205 0.07 0.00 -0.07
H 4.811777 -2.623624 2.352178 -0.07 0.09 0.00
H 3.052888 -0.769230 0.697881 -0.13 0.15 -0.04
H 5.809428 -1.920047 0.086522 -0.08 0.07 -0.04
H 4.723953 -1.237166 -1.152920 -0.02 0.01 0.03
H 5.309887 -0.226768 0.182106 0.01 -0.04 0.00
H 4.803726 -3.822497 -0.380591 -0.05 0.00 0.00
H 3.646138 -5.915946 -1.013280 0.00 0.01 0.00
H 1.206811 -6.097496 -0.696527 0.02 0.05 0.03
H -0.968414 -3.288652 0.254236 -0.02 0.02 0.01
H -1.028020 -6.165919 -0.753538 0.03 0.02 0.04
H -2.227767 -4.889718 -0.980933 0.12 -0.08 0.03
H -0.693489 -4.839451 -1.868715 -0.01 -0.21 0.39
H -0.420551 -5.973376 1.600967 -0.04 0.05 0.01
H -0.526145 -4.397819 2.421400 0.02 0.00 0.00
H -1.972510 -5.110619 1.663829 0.10 0.03 -0.03
H -1.296212 -1.008721 4.049721 0.00 0.01 -0.02
H -2.933755 0.923245 4.082228 0.03 0.00 -0.03
H -2.998115 2.442253 2.060806 0.00 -0.02 -0.01
H -4.199330 2.873274 -4.377133 0.05 0.00 0.03
H -2.468465 3.759898 -5.906787 0.00 -0.02 -0.01
H -0.080573 3.499947 -5.299611 -0.03 -0.03 0.02
H 1.134501 1.910001 -2.188124 -0.04 -0.24 0.15
H 1.621787 4.371085 -3.903465 0.00 -0.04 0.08
H 1.149510 4.377088 -2.192704 0.03 -0.03 -0.04
H 2.709472 3.690482 -2.676133 -0.03 0.01 -0.01
H 1.745248 2.152799 -5.165306 0.03 -0.05 0.09
H 2.780607 1.426753 -3.913450 -0.02 -0.04 0.01
H 1.257425 0.650888 -4.365315 0.09 0.04 0.04
H -3.464134 1.103880 -1.200724 -0.01 -0.04 -0.01
H -5.284526 1.036587 -3.652848 0.01 -0.02 0.05
H -4.093189 -0.198303 -3.242359 0.00 0.01 0.01
H -5.474348 0.089345 -2.168805 0.04 0.03 -0.04
H -5.307530 3.275583 -2.297203 -0.02 -0.04 0.01
H -5.646904 2.263253 -0.883392 0.05 0.00 -0.03
H -4.267627 3.388922 -0.858377 -0.04 -0.05 -0.08
C 0.024337 -4.253783 -6.766993 -0.03 0.07 -0.01
C 0.113122 -5.039355 -5.461772 -0.10 0.11 0.17
C -0.840149 -6.224831 -5.409854 -0.04 0.02 0.11
C -2.289485 -5.756060 -5.425967 0.04 0.00 0.04
C -2.520325 -4.694149 -4.379873 0.65 0.00 -0.12
C -3.774889 -4.455886 -3.888120 -0.51 0.07 0.23
C -3.970445 -3.487408 -2.911549 0.03 -0.07 -0.07
F -5.222582 -3.304520 -2.440506 -0.19 0.01 0.03
C -2.942455 -2.739355 -2.414847 -0.32 0.28 0.17
C -1.665846 -2.958129 -2.905584 0.55 0.33 -0.30
C -0.536100 -2.157623 -2.351693 0.11 -0.93 -0.91
O -0.768095 -1.384806 -1.445284 -0.59 0.60 0.75
C 0.756612 -2.390520 -2.945964 -0.15 0.18 -0.02
C 0.865681 -3.365341 -3.869242 0.26 -0.21 -0.08
N -0.139557 -4.165747 -4.304643 -0.25 -0.15 -0.36
C -1.442969 -3.933779 -3.876386 -0.07 -0.04 -0.41
C 2.013864 -1.571471 -2.658909 -0.09 -0.08 -0.02
O 3.022322 -1.889355 -3.300467 0.04 0.14 0.10
O 1.902133 -0.622147 -1.832209 0.46 -0.07 -0.60
H 0.215712 -4.906982 -7.623831 -0.02 0.03 0.06
H 0.759726 -3.447622 -6.772755 -0.02 -0.03 0.00
H -0.962651 -3.799535 -6.884974 0.06 -0.03 0.00
H 1.128797 -5.410123 -5.340666 0.12 -0.01 0.03
H -0.648686 -6.780462 -4.487610 0.00 0.01 -0.02
H -0.632953 -6.889883 -6.249361 -0.01 -0.02 -0.03
H -2.959948 -6.596662 -5.242782 -0.03 -0.02 0.00
H -2.546575 -5.364034 -6.413581 0.00 0.01 -0.04
H -4.620465 -5.032506 -4.247884 0.00 0.04 0.05
H -3.089526 -1.988831 -1.645284 0.00 -0.05 -0.06
H 1.847539 -3.549924 -4.294439 -0.04 0.05 0.01
I 2.216829 1.797030 2.235926 0.02 -0.03 0.09
C 1.750352 1.452845 0.105524 -0.12 -0.25 -0.18
H 2.756428 1.401274 -0.321389 0.05 0.01 0.03
H 1.340936 2.433217 -0.156985 0.02 0.03 0.07
```
Positions in Å, forces in eV/Å.

Results of the Löwdin charge analysis, in e, for atoms 1 through 6:
1 Mn 0.54
2 C -0.07
3 C -0.38
4 C -0.07
5 C -0.13
6 C -0.04

---

This record from OMol25 describes a single C4H8N2 molecule in a non-equilibrium geometry. The level of theory is wB97M-V/def2-TZVPD.

Calculated values
Relative energy (zero: lowest compared OMol25 entry of this formula, charge and spin): 139.7 kJ/mol
SMILES: CNCCC#N
E: -266.66878 a.u.
Total charge: 0
2S+1: 1
HOMO energy: -0.3535 hartree

The geometry in XYZ format:
```
14
Properties=species:S:1:pos:R:3:forces:R:3
C -0.577078 1.934287 0.102236 0.20 -1.32 1.32
C -0.292074 -0.495677 -0.429927 1.30 1.51 2.20
C 0.766555 -1.154508 0.587570 -0.73 -1.12 -1.18
C 1.617025 -1.986336 -0.330588 1.95 -1.73 -1.99
H 0.262579 2.099277 0.858419 -0.73 0.35 -1.60
H -0.312810 2.003082 -0.998001 -0.02 0.43 1.38
H -1.426652 2.619786 0.392123 0.99 -0.73 -0.48
H -2.016513 0.527992 0.105793 1.47 -0.64 0.48
H 0.274102 0.021925 -1.242985 -0.59 -0.77 0.21
H -1.036710 -1.210046 -0.738671 0.35 -0.56 -0.51
H 0.133987 -1.824739 1.254224 1.14 0.82 -0.62
H 1.388657 -0.440409 1.205079 -0.89 -0.67 -0.94
N -1.002494 0.482869 0.399367 -2.24 2.27 -1.39
N 2.221427 -2.577503 -1.164638 -2.20 2.14 3.11
```
Positions in Å, forces in eV/Å.

Results of the natural (NBO) charge analysis, in e, for atoms 1 through 6:
1 C -0.44
2 C -0.20
3 C -0.51
4 C 0.28
5 H 0.20
6 H 0.18